Entry 1:
Here is C7H10N2O2 in the gas phase from OMol25. Energies are from ωB97M-V/def2-TZVPD.

- E_tot: -532.6305 Eh
- E_HOMO: -8.45 eV
- Relative energy (zero: lowest compared OMol25 entry of this formula, charge and spin): 3.441 eV
- LUMO level: 0.501 eV
- SMILES: C[C@H]1CCC(=O)n2cc(O)n21

```
! RIJCOSX wB97M-V def2-TZVPD def2/J DEFGRID3
* xyz 0 1
C 0.790 -0.944 1.914
C -0.002 -0.191 0.852
C 0.037 1.331 1.043
C -0.806 2.050 -0.017
C -0.933 1.329 -1.352
O -1.676 1.700 -2.236
N -0.143 0.238 -1.486
C -0.269 -0.938 -2.246
C 0.321 -1.745 -1.358
O 0.735 -2.982 -1.139
N 0.615 -0.381 -0.439
H 0.384 -0.735 2.900
H 1.834 -0.642 1.889
H 0.728 -2.015 1.735
H -1.052 -0.535 0.860
H 1.079 1.646 0.967
H -0.326 1.588 2.039
H -0.400 3.044 -0.218
H -1.830 2.194 0.337
H -0.741 -1.028 -3.202
H 1.655 -2.984 -0.842
*
```

natural (NBO) population analysis, charges in e, atoms 1 to 6: -0.61, -0.07, -0.40, -0.50, 0.67, -0.61

=====

Entry 2:
Here is 14 unconnected molecules or ions with the total composition C67H169N9O22 from OMol25. Energies are from ωB97M-V/def2-TZVPD.

- E_tot: -4801.6069 Eh
- E_HOMO: -8.36 eV
- LUMO level: 0.610 eV

```
! RIJCOSX wB97M-V def2-TZVPD def2/J DEFGRID3
* xyz 0 1
C 4.185 -2.645 3.382
C 3.134 -2.813 4.513
C 3.608 -3.884 5.433
C 4.752 -3.542 6.334
C 4.308 -2.322 7.172
C 3.851 -1.159 6.323
N 2.873 -1.610 5.333
O 2.518 -0.455 4.594
C 3.126 -0.180 7.263
C 5.028 -0.470 5.600
C 1.800 -3.288 3.936
H 5.174 -2.804 3.741
H 4.107 -1.766 2.794
H 4.021 -3.471 2.723
H 2.694 -4.078 6.051
H 3.763 -4.816 4.894
H 5.668 -3.239 5.797
H 4.985 -4.366 7.041
H 5.115 -2.066 7.883
H 3.434 -2.722 7.656
H 3.721 -0.082 8.154
H 3.094 0.798 6.758
H 2.075 -0.397 7.476
H 5.775 -0.289 6.358
H 5.429 -0.995 4.730
H 4.756 0.602 5.344
H 1.384 -2.533 3.211
H 1.086 -3.441 4.745
H 2.044 -4.194 3.464
H 3.339 -0.031 4.264
C -0.768 0.217 5.649
C -0.558 -1.174 5.166
O -1.643 -2.038 5.404
H -1.010 0.242 6.715
H -1.614 0.667 5.126
H 0.127 0.764 5.420
H 0.312 -1.691 5.607
H -0.198 -1.192 4.159
H -2.485 -1.784 5.006
C 2.296 -4.715 -0.091
C 1.651 -3.337 0.249
O 2.703 -2.506 0.644
H 1.481 -5.408 -0.354
H 2.792 -5.038 0.802
H 2.953 -4.545 -0.938
H 0.914 -3.316 1.008
H 1.107 -2.995 -0.614
H 2.405 -1.541 0.508
C 6.687 -0.317 -4.065
C 7.034 -1.629 -4.703
O 7.131 -2.637 -3.739
H 7.520 -0.081 -3.353
H 5.816 -0.431 -3.526
H 6.604 0.629 -4.591
H 8.006 -1.578 -5.172
H 6.412 -1.908 -5.551
H 6.306 -2.704 -3.234
C 2.960 -2.355 -3.341
C 3.194 -3.751 -3.805
O 2.664 -4.002 -5.082
H 3.099 -2.290 -2.249
H 2.042 -1.944 -3.700
H 3.882 -1.799 -3.694
H 2.767 -4.508 -3.114
H 4.232 -3.908 -3.842
H 1.728 -4.075 -4.942
C 3.561 0.309 -6.932
C 3.048 1.271 -5.857
O 2.396 0.586 -4.740
H 4.376 -0.277 -6.447
H 3.729 0.957 -7.815
H 2.845 -0.477 -7.165
H 2.227 1.900 -6.147
H 3.836 1.915 -5.404
H 2.986 -0.184 -4.512
C 5.687 -1.053 0.136
O 5.714 0.371 0.045
C 6.928 0.894 0.444
C 6.852 2.481 0.493
N 5.928 2.969 1.556
C 6.308 2.628 2.915
C 5.247 3.314 3.836
O 4.107 2.509 3.833
C 3.004 2.964 4.611
H 4.741 -1.481 -0.171
H 5.876 -1.252 1.194
H 6.479 -1.508 -0.410
H 7.690 0.636 -0.298
H 7.264 0.441 1.431
H 6.574 3.023 -0.452
H 7.869 2.798 0.727
H 5.015 2.437 1.430
H 7.303 3.157 3.109
H 6.319 1.548 3.061
H 5.034 4.325 3.484
H 5.573 3.439 4.936
H 3.396 3.349 5.563
H 2.311 2.098 4.732
H 2.439 3.767 4.178
C 5.507 3.170 -3.314
O 4.734 3.298 -2.197
C 4.393 4.591 -1.889
C 3.645 4.600 -0.513
N 3.187 5.891 -0.141
C 3.699 6.460 1.128
C 2.903 5.906 2.335
O 1.491 6.284 2.042
C 0.532 5.761 2.909
H 5.103 3.679 -4.114
H 5.773 2.136 -3.533
H 6.502 3.583 -3.180
H 3.701 5.057 -2.633
H 5.310 5.287 -1.834
H 4.450 4.206 0.156
H 2.832 3.866 -0.500
H 2.180 6.029 -0.152
H 3.486 7.572 1.048
H 4.752 6.425 1.230
H 3.183 6.306 3.351
H 2.983 4.797 2.389
H 0.631 4.672 2.912
H -0.434 6.108 2.440
H 0.581 6.187 3.916
C -1.668 -5.151 1.410
O -2.079 -3.842 1.411
C -2.356 -3.169 2.646
C -3.833 -2.752 2.627
N -4.199 -2.321 3.979
C -5.325 -1.439 3.989
C -5.349 -0.786 5.384
O -4.141 -0.058 5.429
C -4.070 0.650 6.716
H -2.252 -5.839 2.028
H -0.578 -5.263 1.725
H -1.760 -5.525 0.416
H -1.708 -2.252 2.807
H -2.235 -3.910 3.460
H -4.513 -3.596 2.293
H -3.968 -1.888 1.909
H -4.266 -3.163 4.544
H -6.256 -1.932 3.760
H -5.179 -0.560 3.346
H -5.444 -1.532 6.220
H -6.147 -0.023 5.575
H -4.110 -0.078 7.527
H -4.873 1.334 6.740
H -3.121 1.210 6.687
C -1.339 -2.961 -8.809
O -1.317 -3.100 -7.425
C -0.064 -2.653 -6.762
C -0.336 -2.440 -5.256
N -0.238 -3.679 -4.501
C -0.562 -3.293 -3.127
C -0.600 -4.475 -2.139
O -1.579 -5.510 -2.512
C -1.160 -6.824 -2.656
H -0.568 -3.604 -9.259
H -1.134 -1.919 -9.155
H -2.346 -3.255 -9.161
H 0.183 -1.710 -7.163
H 0.746 -3.402 -6.925
H -1.348 -1.973 -5.187
H 0.343 -1.664 -4.930
H -1.058 -4.250 -4.882
H -1.484 -2.670 -3.010
H 0.252 -2.654 -2.683
H -0.929 -4.036 -1.215
H 0.299 -5.001 -1.889
H -0.878 -7.412 -1.796
H -0.231 -6.848 -3.238
H -2.038 -7.386 -3.050
C -1.247 0.877 1.806
O -1.925 1.944 2.340
C -3.292 1.645 2.354
C -3.852 2.842 3.124
N -5.279 2.866 3.252
C -5.884 3.985 4.030
C -7.395 3.848 3.971
O -7.942 3.986 2.684
C -9.303 4.387 2.755
H -1.585 -0.095 2.303
H -0.161 0.995 1.921
H -1.534 0.771 0.771
H -3.435 0.742 2.958
H -3.794 1.417 1.366
H -3.485 3.763 2.637
H -3.306 2.738 4.075
H -5.479 2.031 3.748
H -5.570 4.870 3.523
H -5.668 3.985 5.138
H -7.808 4.611 4.622
H -7.599 2.837 4.438
H -9.908 3.604 3.274
H -9.612 4.491 1.702
H -9.305 5.398 3.092
C 2.343 0.919 1.828
O 1.863 0.316 0.617
C 2.253 1.159 -0.447
C 1.557 0.545 -1.693
N 0.102 0.438 -1.425
C -0.667 0.052 -2.626
C -2.079 -0.318 -2.268
O -2.074 -1.546 -1.433
C -3.440 -1.975 -1.171
H 3.401 1.145 1.795
H 1.988 0.367 2.664
H 1.841 1.843 1.854
H 3.356 1.301 -0.515
H 1.768 2.149 -0.242
H 1.989 -0.482 -1.890
H 1.705 1.179 -2.567
H -0.042 -0.051 -0.590
H -0.177 -0.710 -3.128
H -0.515 0.848 -3.343
H -2.610 -0.593 -3.224
H -2.624 0.421 -1.652
H -3.993 -1.232 -0.608
H -3.448 -2.896 -0.562
H -3.960 -2.096 -2.113
C -0.711 4.065 -1.499
O -2.059 4.384 -1.418
C -2.692 3.691 -0.353
C -4.147 4.056 -0.604
N -4.876 3.324 -1.705
C -5.104 1.918 -1.327
C -6.463 1.794 -0.566
O -6.423 0.512 -0.035
C -7.572 0.273 0.803
H -0.244 4.487 -0.586
H -0.408 4.553 -2.429
H -0.517 3.008 -1.530
H -2.318 4.055 0.564
H -2.564 2.610 -0.359
H -4.242 5.161 -0.678
H -4.681 3.871 0.306
H -4.191 3.425 -2.554
H -4.334 1.439 -0.730
H -5.068 1.291 -2.220
H -7.296 1.926 -1.272
H -6.577 2.529 0.261
H -7.437 0.942 1.616
H -7.511 -0.780 1.087
H -8.542 0.424 0.301
C -3.731 -4.046 -4.649
O -4.651 -3.738 -5.585
C -5.409 -2.643 -5.244
C -4.701 -1.304 -5.360
N -4.417 -1.164 -6.791
C -3.753 0.036 -7.209
C -4.665 1.124 -7.650
O -5.418 1.606 -6.605
C -6.426 2.480 -6.934
H -3.326 -5.046 -4.807
H -4.075 -4.000 -3.558
H -2.814 -3.481 -4.657
H -6.312 -2.583 -5.926
H -5.806 -2.749 -4.174
H -5.331 -0.516 -5.076
H -3.875 -1.203 -4.700
H -3.986 -2.033 -7.073
H -3.101 0.381 -6.382
H -3.038 -0.195 -8.004
H -4.080 1.920 -8.177
H -5.393 0.626 -8.376
H -6.070 3.417 -7.494
H -7.075 2.722 -6.058
H -7.106 1.933 -7.585
*
```

Mulliken population analysis, charges in e, atoms 1 to 6: -2.31, 2.50, -1.91, -0.55, -1.42, 1.90

=====

Entry 3:
Here is a molecular structure, C22H44O44S11 from OMol25. Energies are from ωB97M-V/def2-TZVPD.

- E_tot: -8555.0739 Eh
- E_HOMO: -10.49 eV
- Relative energy (zero: lowest compared OMol25 entry of this formula, charge and spin): 0.000 eV
- LUMO level: -0.386 eV

```
! RIJCOSX wB97M-V def2-TZVPD def2/J DEFGRID3
* xyz 0 1
C -5.036 -0.478 2.849
C -4.059 0.596 2.367
O -4.008 0.325 0.959
S -3.753 -1.261 0.842
O -2.413 -1.425 1.295
O -4.116 -1.792 -0.397
O -4.833 -1.583 1.964
H -6.088 -0.202 2.821
H -4.787 -0.727 3.883
H -3.039 0.449 2.712
H -4.486 1.577 2.533
C 2.075 -2.205 -4.753
C 3.267 -1.666 -4.017
O 3.734 -2.752 -3.217
S 3.503 -4.129 -4.027
O 3.082 -5.130 -3.121
O 4.647 -4.351 -4.838
O 2.302 -3.607 -4.954
H 1.834 -1.680 -5.669
H 1.198 -2.137 -4.102
H 2.984 -0.777 -3.459
H 4.102 -1.417 -4.678
C -0.480 1.098 -0.041
C 0.846 0.386 0.083
O 1.067 -0.295 -1.142
S 0.123 0.182 -2.330
O -0.583 -0.954 -2.812
O 0.780 1.035 -3.244
O -0.864 1.045 -1.431
H -0.441 2.149 0.234
H -1.324 0.639 0.460
H 0.842 -0.261 0.961
H 1.676 1.071 0.261
C -2.966 4.413 5.042
C -3.215 2.908 5.123
O -1.966 2.342 4.687
S -1.388 3.231 3.476
O -2.005 2.832 2.263
O 0.021 3.268 3.571
O -2.015 4.593 3.984
H -2.565 4.811 5.972
H -3.842 5.000 4.774
H -4.040 2.568 4.503
H -3.260 2.614 6.167
C 0.548 4.310 -1.532
C 1.181 4.478 -0.123
O 1.434 5.877 0.062
S 0.504 6.700 -0.942
O 1.165 7.856 -1.378
O -0.805 6.818 -0.433
O 0.595 5.615 -2.094
H -0.433 3.831 -1.512
H 1.132 3.636 -2.158
H 2.157 3.995 -0.130
H 0.578 4.100 0.700
C 6.355 -1.443 1.899
C 6.785 -1.832 0.509
O 5.650 -1.583 -0.332
S 4.306 -1.664 0.542
O 3.540 -2.779 0.141
O 3.737 -0.364 0.600
O 5.018 -1.993 1.924
H 6.259 -0.380 2.111
H 6.907 -1.984 2.660
H 6.939 -2.912 0.461
H 7.685 -1.343 0.149
C -0.830 -3.427 5.079
C 0.371 -2.745 5.717
O 0.260 -1.368 5.384
S -0.999 -1.055 4.436
O -0.524 -0.261 3.370
O -2.086 -0.631 5.236
O -1.138 -2.560 3.981
H -1.706 -3.539 5.718
H -0.560 -4.389 4.652
H 1.339 -3.095 5.355
H 0.410 -2.916 6.795
C -1.632 -1.307 -6.582
C -1.830 0.101 -6.026
O -1.032 0.914 -6.911
S 0.234 0.131 -7.447
O 1.370 0.401 -6.647
O 0.309 0.296 -8.844
O -0.298 -1.326 -7.082
H -2.322 -1.537 -7.396
H -1.763 -2.069 -5.816
H -1.375 0.189 -5.041
H -2.861 0.420 -6.107
C 3.107 1.913 4.550
C 2.807 1.021 3.360
O 3.629 -0.123 3.522
S 4.286 -0.180 4.979
O 5.640 0.227 4.867
O 3.917 -1.370 5.622
O 3.392 0.982 5.592
H 2.337 2.616 4.854
H 3.986 2.546 4.375
H 2.969 1.553 2.422
H 1.746 0.752 3.335
C -5.031 0.556 -3.635
C -5.734 1.771 -3.012
O -4.710 2.767 -2.911
S -3.444 2.424 -3.803
O -2.339 2.967 -3.130
O -3.622 2.694 -5.175
O -3.619 0.846 -3.579
H -5.255 0.412 -4.693
H -5.181 -0.371 -3.090
H -6.032 1.565 -1.987
H -6.573 2.160 -3.584
C -0.569 -3.232 -0.669
C 0.640 -3.848 -1.350
O 0.262 -5.238 -1.436
S -0.413 -5.643 -0.060
O 0.610 -5.892 0.894
O -1.432 -6.578 -0.265
O -1.073 -4.218 0.227
H -1.293 -3.028 -1.466
H -0.446 -2.262 -0.197
H 1.526 -3.790 -0.717
H 0.831 -3.468 -2.345
*
```

Mulliken population analysis, charges in e, atoms 1 to 6: -0.51, 0.37, -0.39, 1.39, -0.05, -0.69

=====

Entry 4:
Here is a molecular structure, C28H28N3O from OMol25. Energies are from ωB97M-V/def2-TZVPD.

- E_tot: -1322.9257 Eh
- E_HOMO: -10.11 eV
- Relative energy (zero: lowest compared OMol25 entry of this formula, charge and spin): 2.473 eV
- LUMO level: -3.751 eV

```
! RIJCOSX wB97M-V def2-TZVPD def2/J DEFGRID3
* xyz 1 1
C -5.705 1.382 -1.435
O -5.172 0.036 -1.373
C -4.492 -0.388 -0.276
C -3.739 -1.583 -0.379
C -2.701 -1.839 0.511
C -2.467 -0.981 1.608
N -1.468 -1.228 2.576
C -0.438 -2.138 2.516
N -0.032 -2.349 3.776
C 0.780 -3.413 4.297
C -0.734 -1.540 4.662
C -1.581 -0.809 3.927
C -3.366 0.078 1.818
C -4.379 0.384 0.905
H -6.210 1.380 -2.405
H -6.422 1.576 -0.629
H -4.909 2.137 -1.416
H -3.975 -2.230 -1.230
H -2.129 -2.759 0.386
H 1.288 -3.924 3.485
H 1.522 -3.004 4.984
H 0.155 -4.132 4.839
H -0.588 -1.589 5.718
H -2.303 -0.104 4.280
H -3.296 0.663 2.730
H -5.038 1.233 1.072
C 2.809 -0.292 1.269
C 3.351 -1.659 1.236
N 4.678 -1.911 1.294
C 5.704 -0.896 1.353
C 4.933 -3.280 1.239
C 3.691 -3.936 1.133
C 3.689 -5.329 1.146
C 4.922 -6.006 1.090
C 6.147 -5.322 1.131
C 6.166 -3.922 1.223
C 2.636 -2.896 1.160
C 1.275 -3.088 1.104
C 0.665 -4.194 0.462
C 1.245 -4.827 -0.678
C 0.617 -5.900 -1.301
C -0.604 -6.386 -0.813
C -1.202 -5.786 0.296
C -0.607 -4.673 0.886
H 1.750 -0.374 1.005
H 2.884 0.198 2.254
H 3.309 0.366 0.543
H 6.682 -1.372 1.363
H 5.654 -0.231 0.484
H 5.604 -0.297 2.263
H 2.737 -5.850 1.172
H 4.929 -7.091 0.990
H 7.086 -5.872 1.109
H 7.087 -3.346 1.268
H 0.450 -2.204 1.598
H 2.187 -4.429 -1.064
H 1.091 -6.354 -2.168
H -1.084 -7.231 -1.309
H -2.132 -6.177 0.705
H -1.086 -4.145 1.715
*
```

natural (NBO) population analysis, charges in e, atoms 1 to 6: -0.26, -0.49, 0.33, -0.23, -0.23, 0.16

=====

Entry 5:
Here is a molecular structure, C6H7F3 from OMol25. Energies are from ωB97M-V/def2-TZVPD.

- E_tot: -532.2878 Eh
- E_HOMO: -8.95 eV
- Relative energy (zero: lowest compared OMol25 entry of this formula, charge and spin): 2.154 eV
- LUMO level: 0.738 eV

```
! RIJCOSX wB97M-V def2-TZVPD def2/J DEFGRID3
* xyz 0 1
C -0.150 -0.467 1.296
C -0.437 0.569 0.520
C -0.834 -0.422 -0.529
C -0.231 2.046 0.768
C 0.093 -0.939 -1.601
C -2.296 -0.564 -0.487
F -2.973 0.608 -0.773
F -2.830 -1.450 -1.396
F -2.803 -0.948 0.681
H 0.110 -1.397 1.650
H 0.483 2.292 1.599
H -1.149 2.486 1.162
H -0.114 2.712 -0.179
H -0.145 -0.713 -2.602
H 0.042 -2.097 -1.556
H 1.039 -0.590 -1.336
*
```

natural (NBO) population analysis, charges in e, atoms 1 to 6: -0.12, -0.02, -0.13, -0.67, -0.62, 0.94

=====

Entry 6:
Here is 2 unconnected molecules or ions with the total composition Cl2H2Si from OMol25. Energies are from ωB97M-V/def2-TZVPD.

- E_tot: -1211.0504 Eh
- E_HOMO: -9.03 eV
- Relative energy (zero: lowest compared OMol25 entry of this formula, charge and spin): 2.939 eV
- LUMO level: -1.081 eV

```
! RIJCOSX wB97M-V def2-TZVPD def2/J DEFGRID3
* xyz 0 1
Si -1.396 0.478 0.147
Cl -2.371 -1.283 -0.223
Cl 2.947 0.086 0.276
H 2.328 0.967 -0.439
H -2.260 1.446 -0.834
*
```

natural (NBO) charges, unit e, in atom order: 0.74, -0.44, -0.27, 0.27, -0.29

=====

Entry 7:
Here is 2 unconnected molecules or ions with the total composition C2HIN2O2 from OMol25. Energies are from ωB97M-V/def2-TZVPD.

- E_tot: -634.2731 Eh
- E_HOMO (alpha / beta): -9.93 / -10.02 eV
- Relative energy (zero: lowest compared OMol25 entry of this formula, charge and spin): 4.081 eV
- LUMO level (alpha / beta): -4.598 / -4.609 eV

```
! RIJCOSX wB97M-V def2-TZVPD def2/J DEFGRID3
* xyz 0 1
C 0.456 1.126 -0.839
C 0.456 0.340 0.297
N 0.480 1.744 -1.813
N 0.184 -1.065 0.152
O 0.718 -1.782 0.970
O -0.519 -1.428 -0.760
I -2.729 0.419 0.789
H 0.954 0.645 1.205
*
```

natural (NBO) population analysis, charges in e, atoms 1 to 6: 0.16, -0.07, -0.17, 0.47, -0.34, -0.35